Below is 2 unconnected molecules or ions with the total composition C4H10N2 at a distorted geometry, with properties calculated with ωB97M-V/def2-TZVPD.

Its frontier orbital gap is 10.730 eV. For the energy above the lowest of the compared OMol25 structures with the same formula, charge and spin, the calculation gives 161.5 kJ/mol. For the energy, the calculation gives -267.8638 Ha. As for the SMILES: N#CN.CCC.

Positions of all 16 atoms, in Å:
N1 1.77 -0.93 -0.40
C1 2.02 0.06 0.17
N2 2.80 1.05 0.61
H1 3.78 1.00 0.40
H2 2.40 1.98 0.61
C2 -1.70 -1.38 0.32
C3 -1.06 -0.44 -0.69
C4 -0.82 0.94 -0.16
H3 -1.07 -1.46 1.20
H4 -1.81 -2.38 -0.11
H5 -2.68 -1.03 0.63
H6 -1.63 -0.41 -1.63
H7 0.01 -0.86 -0.89
H8 -1.61 1.32 0.48
H9 0.21 0.85 0.40
H10 -0.60 1.66 -0.94